The following is a quantum chemistry calculation of a molecular structure, C41H45N3O5PtS, from the OMol25 dataset.

Geometry as XYZ:
```
96
Properties=species:S:1:pos:R:3:forces:R:3
Pt -0.250730 -1.960203 -0.437995 2.22 1.91 -0.56
C -1.732008 -3.049906 3.214067 -0.03 0.04 0.07
C -1.570085 -3.359952 1.761363 0.83 -1.44 -0.03
C -2.507493 -2.896943 0.822221 0.30 0.26 -0.81
C -3.843525 -2.372264 1.261337 0.07 0.06 -0.07
C -2.235080 -3.068092 -0.555062 -0.36 -0.78 0.09
C -3.239531 -2.621571 -1.583774 0.08 -0.08 -0.08
C -1.142997 -3.925551 -0.962918 -0.55 -0.31 0.03
C -1.059618 -4.290356 -2.421631 -0.03 0.08 -0.12
C -0.408403 -4.652655 0.026435 0.04 0.91 -0.78
C 0.449235 -5.817819 -0.369362 0.26 0.32 -0.02
C -0.551302 -4.277621 1.371318 -1.25 0.90 1.18
C 0.266526 -4.893913 2.462828 0.10 -0.05 -0.02
H -2.168145 -3.899800 3.740100 -0.01 -0.04 0.13
H -2.374588 -2.191924 3.369344 -0.07 -0.09 0.08
H -0.770713 -2.833710 3.672356 0.09 -0.01 0.10
H -3.895281 -1.287397 1.211613 -0.07 0.08 0.02
H -4.061909 -2.677242 2.277776 -0.02 0.02 0.11
H -4.624530 -2.782588 0.626924 -0.06 -0.01 -0.06
H -3.877376 -3.465173 -1.851393 -0.12 -0.01 -0.06
H -2.765401 -2.273795 -2.499365 0.00 0.00 0.01
H -3.874897 -1.828853 -1.204006 -0.05 0.06 -0.01
H -1.016959 -3.402026 -3.051992 -0.01 -0.08 0.03
H -1.946421 -4.855180 -2.706574 -0.06 -0.10 -0.08
H -0.191749 -4.894910 -2.650342 0.04 0.03 -0.06
H -0.171745 -6.713585 -0.399555 -0.12 -0.06 0.00
H 1.254365 -6.000017 0.332705 0.03 -0.03 0.02
H 0.898032 -5.694570 -1.348973 -0.01 -0.01 -0.01
H 1.025405 -4.187247 2.802988 0.08 -0.01 0.10
H 0.766803 -5.802666 2.153534 0.04 -0.02 0.03
H -0.358669 -5.142733 3.315493 0.02 -0.03 0.09
C 4.775329 1.838386 -0.220006 0.29 0.00 0.12
O 3.495493 1.905516 -0.828977 -0.32 0.25 -0.11
C 3.141560 3.063629 -1.454561 -0.30 0.13 0.00
C 4.025079 4.112300 -1.692473 0.06 -0.21 0.04
C 3.600289 5.276767 -2.302379 -0.29 0.02 -0.11
C 2.276391 5.420862 -2.698501 0.24 0.07 0.08
C 1.387736 4.393431 -2.468109 0.07 -0.20 -0.01
C 1.793736 3.213400 -1.851354 0.87 0.30 -0.02
N 0.784902 2.290001 -1.528739 -0.72 -0.49 0.45
C 0.821512 0.936328 -1.405523 1.10 0.19 -1.09
N 1.776979 0.285842 -2.088014 -0.87 0.98 -0.15
C 2.272648 -0.999961 -1.927219 0.36 -0.86 0.40
C 1.728938 -1.957876 -1.058290 -0.82 0.04 -0.70
C 2.449596 -3.139802 -0.881672 0.14 -0.13 0.04
C 3.602710 -3.405615 -1.607040 -0.30 0.23 0.18
C 4.087818 -2.491110 -2.529950 0.00 0.18 -0.12
C 3.453039 -1.269196 -2.681174 -0.40 -0.24 0.63
O 3.863291 -0.264230 -3.490250 -0.39 0.14 0.30
C 4.991979 -0.465797 -4.323507 0.25 -0.03 -0.30
N -0.126773 0.312291 -0.742742 -0.57 -1.79 1.05
C -1.042476 1.023578 0.049026 -0.46 -1.87 -1.09
C -2.400097 0.665413 -0.342652 -0.13 0.22 -0.30
C -3.586022 1.016502 0.188052 -0.18 0.62 0.38
C -3.556845 2.043079 1.226875 -0.13 -0.37 -0.13
C -1.311393 2.708964 2.071086 0.02 0.37 0.26
C -0.528149 1.827318 1.077323 1.41 0.32 2.94
O 0.766039 1.841394 1.429802 -1.85 0.62 -0.54
C 1.595279 0.690042 1.444810 0.69 -0.96 0.04
H 4.824762 0.862669 0.259834 0.02 0.04 -0.03
H 4.891510 2.623189 0.532126 0.00 -0.03 -0.04
H 5.577756 1.916125 -0.957348 -0.07 -0.03 0.02
H 5.055619 4.028990 -1.384624 0.04 -0.03 0.02
H 4.303763 6.076940 -2.461773 0.10 0.09 -0.04
H 1.942792 6.328673 -3.173631 -0.04 0.09 -0.05
H 0.352226 4.493539 -2.760127 -0.12 0.01 -0.07
H -0.110550 2.712589 -1.314467 0.15 -0.09 -0.15
H 2.350102 0.849454 -2.709031 -0.11 0.04 0.10
H 2.118811 -3.868934 -0.158971 -0.08 -0.07 -0.05
H 4.118163 -4.342399 -1.465862 0.07 -0.09 0.05
H 4.964453 -2.731849 -3.108301 0.10 0.02 -0.06
H 5.124301 0.467169 -4.865332 0.02 -0.06 0.01
H 4.809717 -1.272162 -5.037699 0.01 0.01 0.07
H 5.891525 -0.677508 -3.740975 -0.07 -0.01 0.03
H -2.395858 -0.014345 -1.184742 0.03 0.01 -0.03
H -4.521075 0.644440 -0.196890 -0.09 -0.31 -0.12
H -3.486534 3.032517 0.777987 0.22 -0.01 0.14
H -0.674544 2.771059 2.964765 -0.08 -0.20 -0.10
H 2.142606 0.743984 2.387347 -0.05 0.06 -0.11
H 2.298762 0.716022 0.612712 -0.10 -0.04 0.07
H 1.013518 -0.242734 1.416679 0.01 0.36 0.05
O -3.419070 6.802947 4.080880 0.11 0.53 0.08
C -4.155159 5.702465 3.958599 -0.32 -0.61 -0.04
O -5.195615 5.573836 4.535061 0.18 0.27 0.00
C -3.606548 4.580090 3.085880 -0.44 -0.38 0.34
C -4.225350 3.398108 3.295884 0.12 0.75 0.30
C -3.967336 2.117321 2.661661 -0.32 -0.32 -0.45
C -2.505366 1.823166 2.300114 0.48 -0.76 -0.12
S -1.960406 0.213497 2.712616 0.63 1.47 -0.81
C -1.592222 4.114543 1.636584 0.01 0.12 -0.08
C -2.559789 4.900949 2.126056 0.24 -0.09 -0.29
H -2.581491 6.787887 3.602565 -0.05 -0.15 0.05
H -4.994701 3.397218 4.060248 0.00 0.09 -0.04
H -4.497655 1.274043 3.088752 0.04 -0.01 -0.02
H -0.895689 4.522580 0.917968 0.07 0.22 -0.06
H -2.595229 5.922730 1.762149 0.11 0.02 -0.12
```
Positions in Å, forces in eV/Å.

Calculated values
net charge: +2
HOMO-LUMO gap (alpha / beta): 0.1510 / 0.1506 hartree
spin multiplicity: 1